(1)
Molecular formula: C31H74F6N11O6P3S3
Method: DFT, ωB97M-V/def2-TZVPD

Structure (XYZ):
```
134
Properties=species:S:1:pos:R:3:forces:R:3
O 0.88372 -5.82481 -4.45454 0.5 -0.2 0.4
S 1.59162 -4.91630 -5.29100 -2.0 0.0 -0.2
O 0.91953 -4.48187 -6.45924 0.5 0.3 -0.3
F 2.87487 -5.67441 -5.77410 0.2 0.3 0.1
N 2.18356 -3.61772 -4.43910 0.9 -0.6 0.2
C 1.41875 -3.44304 -3.17258 -0.2 0.1 0.8
C 1.38837 -2.01545 -2.65335 0.8 -0.1 -0.4
C 0.99112 -0.92618 -3.63711 0.0 0.3 0.2
S -0.68950 -1.12954 -4.28378 -0.3 -0.4 0.4
C -0.62935 -1.76572 -5.93465 0.9 -0.2 -0.8
S 0.46674 -1.23063 -7.01592 0.0 0.3 0.0
N -1.57687 -2.71716 -6.34060 -0.3 1.2 1.6
C -2.08688 -3.59359 -5.27444 -0.3 -0.3 0.0
C -3.34284 -3.08266 -4.57665 0.5 0.1 -0.1
O -4.31692 -2.78006 -5.55415 -0.6 0.1 0.5
C -3.86639 -1.68468 -6.32082 0.7 -0.5 -0.7
C -2.66346 -2.14672 -7.14924 -0.5 -0.4 -0.5
C 3.62229 -3.85029 -4.04774 -0.2 0.2 -0.5
C 4.64136 -3.54297 -5.14853 0.0 0.1 0.2
C 4.32957 -2.31906 -6.01806 0.1 -0.1 0.0
C 4.78623 -1.04008 -5.33810 0.1 -0.6 -1.1
F 4.29620 -0.93328 -4.08202 0.1 0.2 0.0
F 6.15230 -1.09147 -5.27436 -0.1 0.3 0.6
C 4.45233 0.23941 -6.14656 -0.5 0.0 0.2
F 5.28529 0.34268 -7.18995 -0.1 0.2 0.3
F 3.20259 0.19503 -6.62601 0.3 0.0 0.2
F 4.54075 1.31879 -5.35728 0.3 -0.1 -0.4
H 1.91908 -4.03959 -2.40898 -0.3 -0.2 0.1
H 0.40019 -3.81179 -3.21436 0.0 -0.1 -0.5
H 2.39701 -1.77238 -2.30486 0.0 0.2 0.0
H 0.76531 -1.99860 -1.76102 -0.2 -0.1 0.0
H 0.95809 0.00346 -3.06792 -0.2 0.1 -0.1
H 1.72268 -0.75873 -4.42228 -0.2 -0.2 -0.3
H -2.33645 -4.55321 -5.73111 0.0 0.0 -0.2
H -1.30754 -3.79965 -4.54837 0.2 0.1 0.0
H -3.15426 -2.17893 -3.98936 0.2 0.0 0.1
H -3.69126 -3.85039 -3.88772 -0.4 -0.1 -0.2
H -3.59899 -0.81510 -5.71000 -0.2 0.0 0.2
H -4.65372 -1.44077 -7.02979 -0.2 0.2 0.1
H -3.04353 -2.93781 -7.79866 0.1 -0.1 -0.1
H -2.31115 -1.34147 -7.78589 0.3 0.0 0.1
H 3.68261 -4.87922 -3.69099 0.4 0.0 0.1
H 3.83927 -3.19436 -3.21334 -0.3 0.1 0.1
H 5.58917 -3.35410 -4.64357 0.1 -0.1 0.0
H 4.81444 -4.39886 -5.79268 -0.1 -0.1 -0.1
H 4.92052 -2.40598 -6.92882 0.0 0.2 -0.1
H 3.28933 -2.26839 -6.33412 -0.1 0.1 0.2
C -0.53525 4.05135 -0.99899 -0.2 0.4 0.4
N -1.23134 2.78969 -0.95797 -0.4 -0.6 -0.3
C -1.76908 2.36382 -2.23750 0.3 -0.3 -0.1
P -1.49906 1.78710 0.39390 4.7 2.8 0.4
O -0.97994 0.46105 -0.11606 -3.2 -0.5 0.2
N -0.36577 2.01804 1.68680 0.2 0.3 0.3
C 0.93762 2.59470 1.42744 0.0 0.3 -0.3
C -0.23889 0.84300 2.53964 -0.2 -0.2 0.0
N -2.57156 2.90488 1.15398 -1.2 -1.7 -0.4
C -3.90880 3.04678 0.57562 0.1 0.2 -0.2
C -2.46234 3.43604 2.51178 0.1 -0.2 0.3
H -0.74706 4.66932 -0.12120 0.0 -0.1 0.1
H -0.84985 4.63960 -1.86416 -0.1 -0.1 0.0
H 0.54798 3.91011 -1.07812 0.0 0.1 0.0
H -2.63875 2.96820 -2.52610 0.1 0.1 0.0
H -2.08647 1.32190 -2.19298 0.1 0.0 0.0
H -1.01301 2.43553 -3.02642 -0.1 0.0 0.0
H 1.48208 2.08398 0.62002 0.1 0.0 0.0
H 1.55238 2.55763 2.32883 -0.1 -0.2 0.1
H 0.85159 3.65563 1.18651 0.0 -0.1 -0.1
H 0.39947 0.06924 2.09660 -0.1 0.0 0.0
H -1.21957 0.39791 2.72971 0.0 0.0 0.0
H 0.17508 1.13112 3.50937 0.0 0.1 0.0
H -4.05293 4.06695 0.20628 -0.1 0.0 0.1
H -4.69283 2.82120 1.30162 0.0 0.0 0.0
H -4.04748 2.36832 -0.26708 0.1 0.0 0.0
H -1.59304 4.08401 2.60536 0.1 -0.2 0.0
H -2.40160 2.65643 3.27008 0.1 0.1 0.1
H -3.33945 4.04537 2.74237 -0.1 -0.1 -0.2
C -2.58819 -3.47125 1.49233 -0.3 -0.4 0.3
N -1.83394 -4.05429 0.41014 0.2 -0.1 -0.8
C -2.12920 -3.47021 -0.89003 0.3 0.2 -0.1
P -0.69657 -5.32106 0.49671 -0.3 3.1 4.6
O 0.48259 -4.69275 -0.20195 -0.7 -2.3 -2.2
N 0.01704 -5.51092 2.07042 -0.2 -0.1 0.4
C 0.03058 -4.40302 3.00760 -0.3 0.2 0.0
C 1.32745 -6.14651 2.01667 0.0 -0.1 -0.2
N -1.87829 -6.51359 0.89209 0.8 -0.6 -1.9
C -2.77038 -6.95061 -0.18402 -0.2 0.3 0.0
C -1.85878 -7.41701 2.03657 0.3 -0.2 0.1
H -2.92767 -4.22284 2.21176 0.1 0.0 0.0
H -3.49128 -2.98459 1.11662 0.0 -0.1 -0.1
H -2.00596 -2.71061 2.02234 -0.1 0.0 0.0
H -3.12109 -3.78429 -1.24209 0.0 0.1 0.0
H -1.39613 -3.78489 -1.63429 0.0 0.0 0.1
H -2.10007 -2.37608 -0.85189 0.0 0.0 0.0
H 0.44651 -3.48256 2.57452 0.0 0.0 0.1
H 0.62259 -4.66682 3.88600 0.1 -0.1 -0.1
H -0.97009 -4.19511 3.38812 0.0 0.1 -0.1
H 2.12001 -5.45007 1.71975 0.0 0.0 0.0
H 1.32521 -6.97336 1.30144 0.0 0.1 0.0
H 1.57701 -6.56892 2.99362 -0.1 0.1 0.1
H -3.80619 -6.69320 0.05797 0.0 -0.1 0.0
H -2.70556 -8.02705 -0.35544 0.0 0.0 0.0
H -2.51996 -6.46099 -1.12574 0.0 0.1 0.0
H -1.98896 -6.86459 2.96548 0.2 0.0 0.0
H -0.94146 -8.00267 2.09888 0.0 0.0 0.1
H -2.69040 -8.12212 1.96583 0.0 0.1 -0.3
C -0.55367 8.34864 6.85078 0.5 0.2 0.2
N -0.53614 6.91652 7.01663 -0.3 -0.7 0.3
C -1.61055 6.40733 7.85283 -0.2 -0.2 -0.3
P 0.59033 5.81150 6.37396 -0.7 4.3 -3.3
O -0.32193 4.81874 5.69519 1.2 -1.7 2.4
N 1.42265 6.38657 4.96007 0.3 0.4 -0.1
C 0.84078 7.43147 4.13950 -0.2 0.2 0.2
C 1.91537 5.29962 4.12558 0.0 -0.2 0.1
N 1.88477 6.38508 7.36033 -0.3 -2.0 0.6
C 1.84781 6.03358 8.78136 -0.2 0.2 0.1
C 3.19480 6.83789 6.90622 0.3 -0.2 -0.3
H 0.45065 8.78128 6.88358 0.0 -0.1 -0.1
H -1.11284 8.82582 7.65887 0.0 -0.1 0.1
H -1.03195 8.63817 5.90918 0.0 0.1 0.0
H -1.43697 6.65915 8.90692 -0.1 0.1 0.0
H -1.68337 5.32302 7.77548 0.0 0.0 -0.1
H -2.57937 6.81685 7.55018 0.0 0.0 0.0
H -0.19267 7.21020 3.83638 0.0 0.0 -0.1
H 1.43954 7.57309 3.23785 0.0 -0.2 0.0
H 0.86177 8.39437 4.65164 -0.1 -0.1 0.0
H 1.12382 4.85639 3.51002 0.0 -0.1 0.0
H 2.34362 4.50427 4.74181 -0.1 0.0 0.0
H 2.71386 5.65637 3.46921 0.0 0.1 0.0
H 1.76512 6.93848 9.39128 0.1 0.0 0.0
H 2.73906 5.48229 9.08822 0.0 0.0 0.0
H 0.98749 5.40317 9.00835 -0.1 0.0 0.0
H 3.10793 7.76463 6.34191 -0.1 -0.1 -0.1
H 3.71041 6.09802 6.29386 0.1 0.1 0.0
H 3.83286 7.04829 7.76780 -0.2 -0.1 0.1
```
Forces are in eV/Å.

The value obtained for the HOMO energy is -7.77 eV. The calculation puts the orbital gap at 8.172 eV. As for the LUMO energy: 0.398 eV. Its SMILES is O=S(=O)(F)N(CCCSC(=S)N1CCOCC1)CCCC(F)(F)C(F)(F)F.CN(C)P(=O)(N(C)C)N(C)C.CN(C)P(=O)(N(C)C)N(C)C.CN(C)P(=O)(N(C)C)N(C)C. As for the total energy: -5097.024081 a.u.

=====

(2)
Molecular formula: C4H34N2O13
Method: DFT, ωB97M-V/def2-TZVPD

Structure (XYZ):
```
53
Properties=species:S:1:pos:R:3:forces:R:3
C -1.61255 -0.08309 0.94214 1.5 -0.3 0.9
N -2.09417 0.33708 2.25836 0.0 -1.5 0.9
C -2.15059 -0.63778 3.22693 0.7 1.3 -1.3
O -1.96362 -1.80811 2.94253 -0.3 -0.3 0.6
C -0.75451 1.03378 0.32726 -0.2 1.5 -1.8
C 0.77283 0.76274 0.41865 -2.6 -1.4 0.4
N -1.18937 1.28909 -1.09208 0.4 -0.7 0.2
H -2.41660 -0.57481 0.38876 0.0 0.8 -0.5
H -0.88219 -0.91745 1.10531 -0.7 0.5 0.1
H -2.12449 1.32136 2.46904 0.0 0.0 0.1
H -2.25458 -0.31180 4.25992 -0.4 0.3 0.1
H -0.91452 2.02743 0.74690 -0.5 -0.4 0.8
H 0.79068 -0.32669 0.21659 1.0 0.5 -0.6
H 1.27499 1.45521 -0.25023 0.4 -0.4 0.3
H 0.98142 0.82226 1.47932 0.8 0.4 0.2
H -0.76605 0.51458 -1.60333 -0.4 0.1 -0.5
H -0.69727 2.10460 -1.47280 0.0 -0.3 0.3
H 1.00886 4.57315 2.33190 -0.2 0.1 -0.1
H 0.20048 3.61673 1.40808 -0.2 0.4 0.1
O 0.91840 3.66157 2.04653 0.3 -0.4 0.1
H 3.45183 -0.29129 -1.03924 0.0 0.4 -0.5
H 4.21773 -0.54903 0.16523 0.1 0.5 0.2
O 4.07215 0.18241 -0.46405 -0.3 -0.6 0.0
H 2.04424 2.11656 -3.24799 0.1 -0.1 0.2
H 1.47784 0.66672 -3.10818 0.3 0.6 -0.1
O 1.45473 1.47730 -3.65861 -0.4 0.0 -0.1
H 1.27266 -1.28678 -1.78484 0.5 0.4 0.7
H 1.60180 -1.37446 -3.14788 0.7 0.5 -0.1
O 1.89054 -0.83201 -2.38010 -0.9 -1.3 -0.3
H 3.13579 2.01987 -0.49976 0.4 0.0 0.1
H 2.71171 3.48724 -0.20775 0.0 -0.1 0.2
O 2.80841 2.83593 -0.90637 -0.1 0.1 -0.4
H 0.46189 -3.17170 0.05724 0.4 -0.1 0.4
H 1.36144 -4.04480 -0.78979 0.2 0.1 -0.1
O 1.39235 -3.26520 -0.22281 -0.4 0.1 -0.2
H 3.72608 -1.61140 2.23142 -0.3 -0.4 0.1
H 3.34124 -2.75154 1.18201 -0.4 0.0 0.3
O 3.80276 -1.92302 1.32914 0.6 0.3 -0.3
H -0.59103 -3.23879 -3.53446 -0.2 -0.1 0.3
H -0.34078 -2.64327 -2.10770 -0.6 -0.4 -0.2
O -0.07274 -2.60593 -3.03483 0.6 0.3 -0.3
H -1.86703 -3.49351 -0.12247 -0.1 0.5 0.0
H -2.58293 -2.34390 -0.95063 -0.1 -0.1 0.2
O -1.89508 -3.01114 -0.97113 0.2 -0.3 -0.3
H -1.14920 -3.00699 2.10548 -0.1 0.3 -0.9
H -0.90915 -4.45334 1.92949 0.3 -0.2 -0.5
O -0.88215 -3.64617 1.39593 -0.3 -0.4 1.4
H -2.81623 3.27676 0.27346 -0.2 0.4 0.1
H -3.19904 3.85980 1.62633 0.0 0.2 0.0
O -2.43758 3.73428 1.05126 0.1 -0.3 0.1
H -3.13548 2.21224 -1.37355 0.1 -0.2 -0.1
H -4.56384 2.07823 -0.84443 0.0 0.0 0.0
O -3.91009 2.73705 -1.10015 0.1 -0.2 0.0
```
Forces are in eV/Å.

The value obtained for the HOMO energy is -9.90 eV. The calculation puts the orbital gap at 9.943 eV. As for the LUMO energy: 0.040 eV. As for the total energy: -1260.450170 a.u.

=====

- Which of these has the lowest orbital gap?
  C31H74F6N11O6P3S3

=====

- Which of these has the highest orbital gap?
  C4H34N2O13

=====

Repeat the second record exactly.
Molecular formula: C4H34N2O13
Method: DFT, ωB97M-V/def2-TZVPD

Structure (XYZ):
```
53
Properties=species:S:1:pos:R:3:forces:R:3
C -1.61255 -0.08309 0.94214 1.5 -0.3 0.9
N -2.09417 0.33708 2.25836 0.0 -1.5 0.9
C -2.15059 -0.63778 3.22693 0.7 1.3 -1.3
O -1.96362 -1.80811 2.94253 -0.3 -0.3 0.6
C -0.75451 1.03378 0.32726 -0.2 1.5 -1.8
C 0.77283 0.76274 0.41865 -2.6 -1.4 0.4
N -1.18937 1.28909 -1.09208 0.4 -0.7 0.2
H -2.41660 -0.57481 0.38876 0.0 0.8 -0.5
H -0.88219 -0.91745 1.10531 -0.7 0.5 0.1
H -2.12449 1.32136 2.46904 0.0 0.0 0.1
H -2.25458 -0.31180 4.25992 -0.4 0.3 0.1
H -0.91452 2.02743 0.74690 -0.5 -0.4 0.8
H 0.79068 -0.32669 0.21659 1.0 0.5 -0.6
H 1.27499 1.45521 -0.25023 0.4 -0.4 0.3
H 0.98142 0.82226 1.47932 0.8 0.4 0.2
H -0.76605 0.51458 -1.60333 -0.4 0.1 -0.5
H -0.69727 2.10460 -1.47280 0.0 -0.3 0.3
H 1.00886 4.57315 2.33190 -0.2 0.1 -0.1
H 0.20048 3.61673 1.40808 -0.2 0.4 0.1
O 0.91840 3.66157 2.04653 0.3 -0.4 0.1
H 3.45183 -0.29129 -1.03924 0.0 0.4 -0.5
H 4.21773 -0.54903 0.16523 0.1 0.5 0.2
O 4.07215 0.18241 -0.46405 -0.3 -0.6 0.0
H 2.04424 2.11656 -3.24799 0.1 -0.1 0.2
H 1.47784 0.66672 -3.10818 0.3 0.6 -0.1
O 1.45473 1.47730 -3.65861 -0.4 0.0 -0.1
H 1.27266 -1.28678 -1.78484 0.5 0.4 0.7
H 1.60180 -1.37446 -3.14788 0.7 0.5 -0.1
O 1.89054 -0.83201 -2.38010 -0.9 -1.3 -0.3
H 3.13579 2.01987 -0.49976 0.4 0.0 0.1
H 2.71171 3.48724 -0.20775 0.0 -0.1 0.2
O 2.80841 2.83593 -0.90637 -0.1 0.1 -0.4
H 0.46189 -3.17170 0.05724 0.4 -0.1 0.4
H 1.36144 -4.04480 -0.78979 0.2 0.1 -0.1
O 1.39235 -3.26520 -0.22281 -0.4 0.1 -0.2
H 3.72608 -1.61140 2.23142 -0.3 -0.4 0.1
H 3.34124 -2.75154 1.18201 -0.4 0.0 0.3
O 3.80276 -1.92302 1.32914 0.6 0.3 -0.3
H -0.59103 -3.23879 -3.53446 -0.2 -0.1 0.3
H -0.34078 -2.64327 -2.10770 -0.6 -0.4 -0.2
O -0.07274 -2.60593 -3.03483 0.6 0.3 -0.3
H -1.86703 -3.49351 -0.12247 -0.1 0.5 0.0
H -2.58293 -2.34390 -0.95063 -0.1 -0.1 0.2
O -1.89508 -3.01114 -0.97113 0.2 -0.3 -0.3
H -1.14920 -3.00699 2.10548 -0.1 0.3 -0.9
H -0.90915 -4.45334 1.92949 0.3 -0.2 -0.5
O -0.88215 -3.64617 1.39593 -0.3 -0.4 1.4
H -2.81623 3.27676 0.27346 -0.2 0.4 0.1
H -3.19904 3.85980 1.62633 0.0 0.2 0.0
O -2.43758 3.73428 1.05126 0.1 -0.3 0.1
H -3.13548 2.21224 -1.37355 0.1 -0.2 -0.1
H -4.56384 2.07823 -0.84443 0.0 0.0 0.0
O -3.91009 2.73705 -1.10015 0.1 -0.2 0.0
```
Forces are in eV/Å.

The value obtained for the HOMO energy is -9.90 eV. The calculation puts the orbital gap at 9.943 eV. As for the LUMO energy: 0.040 eV. As for the total energy: -1260.450170 a.u.